The following is a DFT calculation (the ωB97M-V functional and the def2-TZVPD basis) of a 10-piece molecular cluster, C31H73Cl9O7 overall at a distorted geometry.

Bonds (Å) are listed after each position.
Element x y z (Å)
1 Cl 0.75 -3.21 -7.58  C2 1.752
2 C 0.82 -3.24 -5.83  Cl1 1.752, Cl3 1.791, Cl4 1.790, H5 1.090
3 Cl 1.03 -4.93 -5.31  C2 1.791
4 Cl -0.69 -2.53 -5.18  C2 1.790
5 H 1.68 -2.70 -5.43  C2 1.090
6 Cl -4.15 0.01 -0.41  C7 1.776
7 C -4.81 -0.85 -1.81  Cl6 1.776, Cl8 1.792, Cl9 1.755, H10 1.090
8 Cl -4.65 0.15 -3.29  C7 1.792
9 Cl -6.51 -1.22 -1.55  C7 1.755
10 H -4.25 -1.77 -1.98  C7 1.090
11 Cl 2.53 -2.66 2.65  C12 1.771
12 C 1.42 -2.46 4.01  Cl11 1.771, Cl13 1.803, Cl14 1.809, H15 1.090
13 Cl 1.33 -0.81 4.74  C12 1.803
14 Cl 1.91 -3.68 5.26  C12 1.809
15 H 0.44 -2.63 3.56  C12 1.090
16 C 3.21 1.03 0.66  C17 1.519, H21 1.090, H22 1.090, H23 1.090
17 C 4.57 0.65 1.21  C16 1.519, O18 1.394, H24 1.090, H25 1.090
18 O 5.46 0.95 0.18  C17 1.394, C19 1.451
19 C 6.80 0.50 0.50  O18 1.451, C20 1.510, H26 1.090, H27 1.090
20 C 7.76 1.56 0.04  C19 1.510, H28 1.090, H29 1.090, H30 1.090
21 H 2.90 2.07 0.53  C16 1.090
22 H 3.17 0.56 -0.32  C16 1.090
23 H 2.51 0.70 1.43  C16 1.090
24 H 4.86 1.12 2.15  C17 1.090
25 H 4.63 -0.40 1.49  C17 1.090
26 H 7.01 0.35 1.56  C19 1.090
27 H 7.03 -0.40 -0.07  C19 1.090
28 H 7.46 2.59 0.26  C20 1.090
29 H 7.76 1.45 -1.05  C20 1.090
30 H 8.79 1.50 0.39  C20 1.090
31 C 4.23 -2.61 -1.71  C32 1.559, H36 1.090, H37 1.090, H38 1.090
32 C 4.91 -3.85 -1.04  C31 1.559, O33 1.464, H39 1.090, H40 1.090
33 O 5.76 -3.40 0.06  C32 1.464, C34 1.410
34 C 7.16 -3.45 -0.10  O33 1.410, C35 1.538, H41 1.090, H42 1.090
35 C 7.58 -4.93 -0.12  C34 1.538, H43 1.090, H44 1.090, H45 1.090
36 H 3.60 -2.01 -1.06  C31 1.090
37 H 4.94 -1.85 -2.03  C31 1.090
38 H 3.78 -2.97 -2.63  C31 1.090
39 H 4.21 -4.58 -0.65  C32 1.090
40 H 5.43 -4.45 -1.79  C32 1.090
41 H 7.41 -2.98 -1.05  C34 1.090
42 H 7.56 -2.92 0.77  C34 1.090
43 H 8.63 -4.98 -0.40  C35 1.090
44 H 7.06 -5.53 -0.86  C35 1.090
45 H 7.68 -5.39 0.86  C35 1.090
46 C -3.48 -9.39 -3.54  C47 1.499, H51 1.090, H52 1.090, H53 1.090
47 C -2.95 -8.60 -2.39  C46 1.499, O48 1.449, H54 1.090, H55 1.090
48 O -2.46 -7.32 -2.85  C47 1.449, C49 1.478
49 C -1.97 -6.39 -1.81  O48 1.478, C50 1.564, H56 1.090, H57 1.090
50 C -1.75 -4.90 -2.22  C49 1.564, H58 1.090, H59 1.090, H60 1.090
51 H -2.88 -9.38 -4.45  C46 1.090
52 H -3.86 -10.32 -3.11  C46 1.090
53 H -4.40 -8.88 -3.84  C46 1.090
54 H -3.80 -8.50 -1.71  C47 1.090
55 H -2.14 -9.21 -1.97  C47 1.090
56 H -2.46 -6.54 -0.85  C49 1.090
57 H -0.95 -6.72 -1.62  C49 1.090
58 H -0.85 -4.47 -1.77  C50 1.090
59 H -2.65 -4.50 -1.76  C50 1.090
60 H -1.87 -4.64 -3.27  C50 1.090
61 C -2.01 2.15 -3.24  C62 1.497, H66 1.090, H67 1.090, H68 1.090
62 C -2.57 3.05 -4.29  C61 1.497, O63 1.428, H69 1.090, H70 1.090
63 O -2.72 4.35 -3.71  C62 1.428, C64 1.403
64 C -2.76 5.38 -4.66  O63 1.403, C65 1.559, H71 1.090, H72 1.090
65 C -3.35 6.60 -3.88  C64 1.559, H73 1.090, H74 1.090, H75 1.090
66 H -1.88 1.13 -3.60  C61 1.090
67 H -1.09 2.56 -2.83  C61 1.090
68 H -2.76 2.06 -2.46  C61 1.090
69 H -1.90 3.07 -5.15  C62 1.090
70 H -3.60 2.78 -4.52  C62 1.090
71 H -1.74 5.60 -4.98  C64 1.090
72 H -3.42 5.09 -5.47  C64 1.090
73 H -4.43 6.59 -4.02  C65 1.090
74 H -3.07 7.59 -4.22  C65 1.090
75 H -3.29 6.55 -2.79  C65 1.090
76 C -6.32 6.30 2.64  C77 1.570, H81 1.090, H82 1.090, H83 1.090
77 C -5.11 6.07 1.67  C76 1.570, O78 1.419, H84 1.090, H85 1.090
78 O -4.85 4.67 1.68  C77 1.419, C79 1.436
79 C -3.53 4.25 1.33  O78 1.436, C80 1.556, H86 1.090, H87 1.090
80 C -3.28 4.48 -0.19  C79 1.556, H88 1.090, H89 1.090, H90 1.090
81 H -7.12 5.58 2.45  C76 1.090
82 H -6.08 6.23 3.70  C76 1.090
83 H -6.75 7.29 2.48  C76 1.090
84 H -5.26 6.47 0.67  C77 1.090
85 H -4.26 6.57 2.13  C77 1.090
86 H -2.77 4.82 1.88  C79 1.090
87 H -3.39 3.17 1.38  C79 1.090
88 H -3.70 5.42 -0.55  C80 1.090
89 H -3.86 3.80 -0.80  C80 1.090
90 H -2.22 4.60 -0.42  C80 1.090
91 C 1.60 3.95 6.81  C92 1.546, H96 1.090, H97 1.090, H98 1.090
92 C 1.15 2.48 6.67  C91 1.546, O93 1.423, H99 1.090, H100 1.090
93 O -0.26 2.49 6.82  C92 1.423, C94 1.440
94 C -1.00 1.48 6.11  O93 1.440, C95 1.555, H101 1.090, H102 1.090
95 C -2.51 1.83 6.02  C94 1.555, H103 1.090, H104 1.090, H105 1.090
96 H 0.76 4.63 6.63  C91 1.090
97 H 2.05 4.35 7.72  C91 1.090
98 H 2.38 4.22 6.11  C91 1.090
99 H 1.55 2.10 5.73  C92 1.090
100 H 1.55 1.73 7.36  C92 1.090
101 H -0.56 1.29 5.13  C94 1.090
102 H -0.85 0.50 6.57  C94 1.090
103 H -3.05 1.06 5.46  C95 1.090
104 H -2.61 2.78 5.51  C95 1.090
105 H -2.96 1.92 7.01  C95 1.090
106 C -1.03 1.03 2.20  C107 1.484, H111 1.090, H112 1.090, H113 1.090
107 C -0.89 1.13 0.73  C106 1.484, O108 1.401, H114 1.090, H115 1.090
108 O 0.03 0.12 0.45  C107 1.401, C109 1.403
109 C 0.14 -0.19 -0.91  O108 1.403, C110 1.526, H116 1.090, H117 1.090
110 C -0.90 -1.13 -1.52  C109 1.526, H118 1.090, H119 1.090, H120 1.090
111 H -1.44 0.05 2.44  C106 1.090
112 H -0.16 0.96 2.85  C106 1.090
113 H -1.74 1.69 2.70  C106 1.090
114 H -1.81 1.12 0.13  C107 1.090
115 H -0.49 2.15 0.69  C107 1.090
116 H 0.07 0.75 -1.45  C109 1.090
117 H 1.17 -0.52 -1.09  C109 1.090
118 H -0.51 -1.50 -2.47  C110 1.090
119 H -1.90 -0.71 -1.62  C110 1.090
120 H -0.93 -2.07 -0.96  C110 1.090

Results
Calculated total energy   -160358.11786 eV
Multiplicity   1
Orbital gap   9.836 eV
SMILES string   ClC(Cl)Cl.ClC(Cl)Cl.ClC(Cl)Cl.CCOCC.CCOCC.CCOCC.CCOCC.CCOCC.CCOCC.CCOCC

Löwdin atomic charge list, values in e, 4 entries: 0.53 -1.51 0.50 0.52